{"formula": "C17H20F6N2OPt", "method": "ωB97M-V with the def2-TZVPD basis set", "total_energy_ha": -1562.9727, "spin_multiplicity": 3, "orbital_gap_ev": [5.76, 7.58], "charge": 0, "e_homo_ha": [-0.2382, -0.3050], "relative_energy_kcal_mol": 0.00, "elements": ["C", "C", "H", "H", "H", "H", "H", "H", "C", "C", "C", "C", "H", "H", "H", "H", "N", "C", "C", "N", "C", "C", "C", "H", "H", "C", "H", "H", "Pt", "C", "H", "H", "H", "C", "C", "O", "C", "F", "F", "F", "C", "F", "F", "F", "H", "H", "H"], "xyz": [[-3.281, -0.498, 0.426], [-4.178, 0.462, -0.388], [-2.690, -1.190, -0.170], [-3.913, -1.110, 1.074], [-2.654, 0.058, 1.122], [-4.115, 0.319, -1.462], [-5.227, 0.308, -0.112], [-3.957, 1.505, -0.170], [-0.284, -2.438, -0.207], [0.494, -3.587, -0.191], [1.827, -3.523, -0.584], [2.342, -2.313, -1.013], [-1.289, -2.404, 0.208], [0.051, -4.505, 0.184], [2.447, -4.415, -0.529], [3.403, -2.200, -1.205], [0.211, -1.287, -0.699], [1.497, -1.200, -1.147], [1.944, 0.124, -1.549], [1.053, 1.128, -1.357], [1.412, 2.413, -1.582], [3.627, 1.746, -2.253], [2.684, 2.755, -2.042], [0.664, 3.160, -1.332], [2.929, 3.806, -2.177], [3.250, 0.443, -1.958], [3.951, -0.378, -1.983], [4.627, 1.979, -2.620], [-0.760, 0.563, -0.330], [-1.582, 2.298, -0.295], [-2.208, 2.283, -1.192], [-0.802, 3.062, -0.341], [-2.193, 2.439, 0.593], [1.773, 1.181, 3.190], [0.664, 0.321, 2.592], [0.726, 0.327, 1.240], [0.906, -1.165, 3.112], [0.980, -1.242, 4.469], [-0.054, -2.043, 2.724], [2.090, -1.637, 2.633], [-0.688, 0.807, 3.225], [-0.641, 0.953, 4.575], [-1.027, 2.030, 2.710], [-1.735, -0.023, 2.996], [2.731, 0.796, 2.824], [1.732, 1.145, 4.282], [1.641, 2.207, 2.825]], "nbo_charge": [-0.648, -0.622, 0.195, 0.213, 0.235, 0.206, 0.204, 0.218, 0.076, -0.229, -0.160, -0.221, 0.222, 0.229, 0.228, 0.218, -0.488, 0.258, 0.150, -0.430, 0.076, -0.158, -0.239, 0.221, 0.230, -0.206, 0.217, 0.230, 0.983, -0.997, 0.199, 0.167, 0.206, -0.641, 0.134, -0.859, 0.947, -0.335, -0.334, -0.337, 0.952, -0.329, -0.333, -0.330, 0.227, 0.225, 0.228]}


{"formula": "C32H24BrN2O2P2S2W", "method": "ωB97M-V with the def2-TZVPD basis set", "total_energy_ha": -5613.0376, "orbital_gap_ev": 4.71, "charge": 3, "e_homo_ha": -0.6022, "relative_energy_kcal_mol": 19.73, "elements": ["W", "S", "P", "C", "P", "S", "C", "C", "C", "C", "C", "C", "C", "C", "C", "C", "C", "C", "C", "C", "C", "C", "C", "C", "C", "C", "C", "C", "C", "C", "H", "H", "H", "H", "H", "H", "H", "H", "H", "H", "H", "H", "H", "H", "H", "H", "H", "H", "H", "H", "N", "C", "H", "Br", "C", "C", "N", "C", "C", "C", "C", "O", "O", "H", "H", "H"], "xyz": [[-0.092, -2.041, -0.620], [2.176, -1.380, -0.978], [1.383, 0.532, -0.715], [-0.250, -0.087, -0.693], [-1.937, 0.209, -0.375], [-2.392, -1.878, -0.426], [-2.815, 1.047, -1.659], [-3.805, 0.419, -2.415], [-4.495, 1.155, -3.366], [-4.196, 2.497, -3.556], [-3.208, 3.121, -2.800], [-2.514, 2.403, -1.844], [-2.298, 0.808, 1.234], [-1.430, 0.537, 2.300], [-1.749, 0.997, 3.562], [-2.926, 1.716, 3.760], [-3.788, 1.982, 2.704], [-3.483, 1.528, 1.433], [1.687, 1.628, -2.059], [0.792, 1.704, -3.131], [1.085, 2.534, -4.198], [2.266, 3.270, -4.200], [3.160, 3.186, -3.139], [2.877, 2.365, -2.061], [1.934, 1.188, 0.833], [1.689, 2.547, 1.067], [2.004, 3.090, 2.301], [2.563, 2.288, 3.290], [2.808, 0.941, 3.056], [2.492, 0.381, 1.828], [-4.050, -0.624, -2.260], [-5.273, 0.683, -3.950], [-4.743, 3.067, -4.296], [-2.990, 4.170, -2.949], [-1.760, 2.897, -1.240], [-0.511, -0.018, 2.146], [-1.089, 0.798, 4.395], [-3.173, 2.071, 4.752], [-4.697, 2.542, 2.872], [-4.155, 1.733, 0.608], [-0.128, 1.131, -3.129], [0.398, 2.613, -5.029], [2.491, 3.917, -5.038], [4.075, 3.761, -3.152], [3.572, 2.303, -1.233], [1.274, 3.180, 0.291], [1.829, 4.141, 2.487], [2.824, 2.722, 4.246], [3.264, 0.333, 3.825], [2.704, -0.664, 1.643], [-0.214, -2.943, -3.850], [-0.168, -2.630, -2.753], [-0.247, -3.239, -4.818], [4.762, -5.952, 0.452], [3.230, -5.929, 1.527], [3.061, -6.880, 2.540], [2.003, -6.914, 3.343], [1.055, -6.009, 3.178], [1.137, -5.024, 2.181], [2.252, -4.981, 1.340], [0.032, -4.116, 2.133], [-0.951, -3.869, 2.674], [0.267, -3.034, 0.808], [3.820, -7.638, 2.705], [0.199, -6.057, 3.841], [2.364, -4.227, 0.575]], "nbo_charge": [1.411, -0.220, 1.529, -1.196, 1.556, -0.120, -0.504, -0.104, -0.206, -0.130, -0.177, -0.182, -0.428, -0.191, -0.184, -0.112, -0.190, -0.151, -0.415, -0.200, -0.187, -0.123, -0.186, -0.165, -0.498, -0.112, -0.205, -0.130, -0.194, -0.169, 0.222, 0.254, 0.255, 0.251, 0.230, 0.216, 0.245, 0.254, 0.257, 0.242, 0.218, 0.243, 0.253, 0.256, 0.241, 0.225, 0.252, 0.253, 0.249, 0.229, -0.438, 0.302, 0.511, 0.169, -0.151, 0.115, -0.351, 0.138, -0.305, -0.127, 0.889, -0.367, -0.746, 0.244, 0.235, 0.225]}


{"formula": "C4H6O2S", "method": "ωB97M-V with the def2-TZVPD basis set", "total_energy_ha": -704.6025, "orbital_gap_ev": 8.48, "charge": 0, "e_homo_ha": -0.3372, "smiles": "CO[C@@H](C=O)C=S", "relative_energy_kcal_mol": 48.36, "elements": ["C", "O", "C", "C", "O", "C", "S", "H", "H", "H", "H", "H", "H"], "xyz": [[1.850, -0.258, -0.342], [0.630, -0.936, -0.009], [-0.417, -0.150, 0.475], [-0.599, 1.166, -0.277], [-0.847, 2.196, 0.295], [-1.699, -0.928, 0.324], [-3.044, -0.252, -0.283], [2.587, -1.051, -0.371], [1.790, 0.269, -1.284], [2.217, 0.413, 0.466], [-0.289, 0.188, 1.524], [-0.538, 1.240, -1.385], [-1.641, -1.897, 0.867]], "nbo_charge": [-0.262, -0.525, -0.088, 0.402, -0.511, -0.252, 0.117, 0.204, 0.182, 0.179, 0.206, 0.134, 0.214]}


{"formula": "C14H42N2O6", "method": "ωB97M-V with the def2-TZVPD basis set", "total_energy_ha": -1119.4709, "orbital_gap_ev": 9.46, "charge": 0, "e_homo_ha": -0.3252, "smiles": "COC[C@H](C)N.COC[C@H](C)N.CCO.CCO.CCO.O", "relative_energy_kcal_mol": 0.00, "elements": ["C", "O", "C", "C", "C", "N", "H", "H", "H", "H", "H", "H", "H", "H", "H", "H", "H", "C", "O", "C", "C", "C", "N", "H", "H", "H", "H", "H", "H", "H", "H", "H", "H", "H", "C", "C", "O", "H", "H", "H", "H", "H", "H", "C", "C", "O", "H", "H", "H", "H", "H", "H", "C", "C", "O", "H", "H", "H", "H", "H", "H", "O", "H", "H"], "xyz": [[2.342, -4.061, -2.067], [1.293, -3.209, -2.446], [1.557, -1.860, -2.104], [0.174, -1.179, -2.022], [-0.736, -1.613, -3.151], [0.284, 0.315, -2.055], [2.441, -4.237, -0.994], [3.309, -3.671, -2.427], [2.276, -4.994, -2.629], [2.081, -1.802, -1.147], [2.156, -1.365, -2.878], [-0.286, -1.468, -1.075], [-1.700, -1.111, -3.032], [-0.918, -2.685, -3.182], [-0.309, -1.277, -4.102], [0.424, 0.482, -3.050], [-0.654, 0.652, -1.846], [-3.377, -2.396, -0.288], [-3.677, -1.394, 0.631], [-2.821, -0.280, 0.604], [-3.293, 0.739, 1.661], [-4.697, 1.228, 1.363], [-2.370, 1.863, 1.765], [-3.361, -2.027, -1.320], [-4.031, -3.269, -0.266], [-2.395, -2.845, -0.061], [-1.834, -0.619, 0.938], [-2.779, 0.228, -0.369], [-3.300, 0.236, 2.632], [-4.756, 2.026, 0.620], [-5.141, 1.590, 2.296], [-5.381, 0.434, 1.058], [-1.403, 1.527, 1.748], [-2.450, 2.434, 0.926], [3.780, 0.547, 1.792], [2.946, 1.441, 2.706], [2.436, 2.529, 1.878], [4.304, -0.143, 2.463], [4.554, 1.135, 1.303], [3.219, -0.015, 1.049], [3.615, 1.885, 3.447], [2.077, 0.996, 3.196], [2.279, 3.288, 2.448], [0.699, -2.213, 1.470], [1.683, -3.108, 2.207], [1.017, -4.285, 2.673], [1.154, -1.259, 1.206], [-0.218, -1.978, 2.014], [0.323, -2.748, 0.595], [2.160, -2.629, 3.059], [2.428, -3.422, 1.471], [1.401, -5.074, 2.289], [0.909, 4.328, -1.339], [-0.255, 5.270, -1.175], [-0.408, 6.062, -2.352], [0.676, 3.479, -1.988], [1.239, 3.900, -0.395], [1.724, 4.834, -1.858], [-0.085, 5.966, -0.343], [-1.189, 4.756, -0.920], [-1.134, 6.677, -2.226], [0.380, 1.058, 0.801], [0.381, 0.818, -0.142], [1.236, 1.509, 0.942]], "nbo_charge": [-0.248, -0.547, -0.068, -0.062, -0.626, -0.852, 0.164, 0.164, 0.195, 0.178, 0.166, 0.197, 0.203, 0.235, 0.195, 0.361, 0.362, -0.243, -0.546, -0.073, -0.064, -0.621, -0.839, 0.158, 0.195, 0.159, 0.172, 0.146, 0.187, 0.197, 0.215, 0.223, 0.392, 0.337, -0.633, -0.072, -0.759, 0.213, 0.220, 0.213, 0.170, 0.185, 0.482, -0.646, -0.058, -0.735, 0.226, 0.219, 0.200, 0.167, 0.153, 0.470, -0.635, -0.058, -0.730, 0.206, 0.224, 0.217, 0.152, 0.155, 0.467, -1.008, 0.490, 0.495]}


{"formula": "C6H14N2", "method": "ωB97M-V with the def2-TZVPD basis set", "total_energy_ha": -346.4607, "orbital_gap_ev": 9.24, "charge": 0, "e_homo_ha": -0.3045, "smiles": "[H]/N=C(/C)N.C/C=C/C", "relative_energy_kcal_mol": 41.73, "elements": ["H", "N", "C", "C", "N", "H", "H", "H", "H", "H", "C", "C", "C", "C", "H", "H", "H", "H", "H", "H", "H", "H"], "xyz": [[1.340, -1.854, 1.670], [1.800, -1.578, 0.801], [1.453, -0.374, 0.467], [2.188, 0.268, -0.684], [0.900, 0.513, 1.432], [2.004, 1.342, -0.752], [3.265, 0.105, -0.587], [1.846, -0.196, -1.612], [0.991, 1.510, 1.256], [0.413, 0.046, 2.188], [-1.482, -1.878, 0.046], [-0.999, -0.582, -0.534], [-1.356, 0.630, -0.001], [-1.255, 1.914, -0.761], [-0.744, -2.663, -0.142], [-2.438, -2.183, -0.390], [-1.610, -1.805, 1.131], [-0.667, -0.620, -1.570], [-1.944, 0.660, 0.912], [-1.232, 2.766, -0.076], [-0.351, 1.945, -1.375], [-2.121, 2.033, -1.419]], "nbo_charge": [0.318, -0.703, 0.469, -0.680, -0.869, 0.202, 0.245, 0.236, 0.399, 0.393, -0.646, -0.219, -0.155, -0.656, 0.224, 0.216, 0.200, 0.194, 0.187, 0.206, 0.212, 0.225]}


{"formula": "C2H2ClNO", "method": "ωB97M-V with the def2-TZVPD basis set", "total_energy_ha": -667.3192, "spin_multiplicity": 3, "orbital_gap_ev": [5.98, 8.32], "charge": 0, "e_homo_ha": [-0.1878, -0.3679], "relative_energy_kcal_mol": 70.23, "elements": ["C", "C", "N", "O", "Cl", "H", "H"], "xyz": [[0.762, 0.679, -0.066], [-0.504, 0.280, -0.311], [-0.190, -1.114, -0.080], [1.085, -0.646, 0.325], [-2.013, 0.970, -0.576], [1.465, 1.509, 0.042], [-0.606, -1.677, 0.664]], "nbo_charge": [-0.009, -0.003, -0.316, -0.313, 0.077, 0.212, 0.352]}